Record 1
This record from the Open Molecules 2025 dataset describes C3H7N2O as an isolated structure at a distorted geometry. The level of theory is ωB97M-V/def2-TZVPD.

Properties
HOMO = -14.82 eV
Energy relative to the best compared isomer or geometry (same formula, charge and spin) = 4.826 eV
LUMO energy = -4.83 eV
Largest force on an atom = 4.9 eV/Å
Frontier orbital gap = 9.992 eV

Structure (ORCA input):
```
! wB97M-V def2-TZVPD RIJCOSX def2/J DEFGRID3
* xyz 1 1
N 0.94 -1.28 0.15
H 1.74 0.77 1.23
H -2.06 -0.14 0.96
H 2.13 1.66 -0.28
H -2.16 -1.61 -0.09
C 1.56 0.81 0.18
H -0.31 1.88 0.05
N 0.15 0.99 -0.10
O 1.95 -0.40 -0.31
H -2.37 -0.13 -0.97
C -1.91 -0.55 -0.03
C -0.46 -0.12 -0.12
H 0.82 -1.88 -0.67
*
```

Record 2
This record from the Open Molecules 2025 dataset describes an isolated ion of composition C3H7N2O2 and charge -1 at a distorted geometry. The level of theory is ωB97M-V/def2-TZVPD.

Properties
HOMO = -3.23 eV
Energy relative to the best compared isomer or geometry (same formula, charge and spin) = 8.128 eV
LUMO energy = 0.95 eV
Largest force on an atom = 7.3 eV/Å
Frontier orbital gap = 4.172 eV

Structure (ORCA input):
```
! wB97M-V def2-TZVPD RIJCOSX def2/J DEFGRID3
* xyz -1 1
H 0.93 -1.12 0.61
H -1.02 1.40 0.75
H 2.61 0.06 1.65
N 2.70 0.10 0.66
N -0.82 0.50 0.52
C 0.28 0.52 -0.52
H -2.28 0.23 -0.96
H 0.78 1.50 -0.64
O -2.93 -0.45 0.91
O -0.12 0.12 -1.75
C 1.45 -0.41 0.03
H 1.75 -0.90 -0.92
C -1.96 -0.31 -0.05
H -1.37 -1.23 -0.27
*
```

Record 3
This record from the Open Molecules 2025 dataset describes a 2-piece molecular cluster, C3H7N2O2 overall at a distorted geometry. The level of theory is ωB97M-V/def2-TZVPD.

Properties
HOMO = -3.32 eV
Energy relative to the best compared isomer or geometry (same formula, charge and spin) = 3.257 eV
LUMO energy = 4.34 eV
Largest force on an atom = 4.0 eV/Å
Frontier orbital gap = 7.656 eV

Structure (ORCA input):
```
! wB97M-V def2-TZVPD RIJCOSX def2/J DEFGRID3
* xyz -1 1
H -1.03 -0.99 -1.89
H 0.59 -1.72 -1.32
O -2.40 0.29 1.17
H 1.60 1.02 -0.48
C -0.50 -0.75 0.15
H 0.48 -0.03 -1.53
O -1.04 1.57 -0.08
H 0.68 1.76 0.50
H 1.01 -0.03 2.06
N 1.52 1.13 0.54
N 1.24 -0.10 1.06
H -0.63 -1.75 0.63
C -0.07 -0.90 -1.30
C -1.45 0.51 0.48
*
```